63
Properties=species:S:1:pos:R:3:forces:R:3 method="wB97M-V/def2-TZVPD" e_lumo_ev=0.5 total_charge=0 molar_mass_g_mol=491.6 homo_ha=-0.289 orbital_gap_ha=0.3069 energy_ev=-53934.8722 multiplicity=1
O 0.345 2.102 -2.384 3.8 6.6 -3.2
H 1.909 -4.827 0.629 1.2 1.6 -1.8
H -2.680 -1.695 -3.385 2.2 0.6 -2.5
H 3.320 -1.583 -1.303 -0.7 0.9 4.0
O 1.931 -0.595 3.134 -0.4 -3.1 -5.8
O -2.268 0.696 -4.739 0.7 1.1 -3.1
H 0.184 3.669 3.396 -1.9 0.7 -2.6
H -4.013 0.594 -3.813 1.0 2.4 -0.2
O -1.398 -2.506 -1.421 -13.1 1.0 13.7
H -1.902 -1.852 -5.136 0.2 -0.7 -0.2
C 0.854 -2.991 -1.851 -4.0 -1.4 1.0
C -1.542 0.383 1.750 -5.1 -11.5 4.1
C 2.578 -1.223 0.915 -4.5 -1.9 7.4
N -0.803 -2.342 -3.422 7.2 -0.6 -10.6
H -3.277 0.242 4.099 0.6 0.0 -0.1
H -1.971 -0.571 2.271 0.3 2.1 0.0
O 0.607 -0.438 -1.894 1.2 1.9 -1.4
H 3.019 -3.529 -0.652 -1.6 -1.4 1.9
H -3.121 1.528 -1.860 -7.9 0.9 9.6
H 1.445 -2.691 2.009 -3.2 -0.5 2.7
C -1.304 -0.063 -4.116 -11.1 -1.9 6.5
C -1.645 -1.609 -4.115 -7.3 4.4 1.1
O 1.634 -3.380 -2.692 1.1 0.6 0.2
H -1.521 -0.201 4.546 -0.9 -0.3 0.4
H 0.039 -2.939 0.062 -0.6 0.3 0.1
H 3.085 2.535 -0.038 -1.0 -3.2 2.1
H 0.093 2.959 -0.156 3.7 6.0 -5.2
H -1.563 -1.160 -0.039 1.3 4.2 2.0
N 0.821 -3.149 -0.507 5.4 -2.6 -1.4
H -3.543 2.174 -4.282 -4.7 10.0 -5.0
H 2.254 1.879 2.362 -0.1 1.8 0.8
O -1.624 1.569 3.585 -2.9 1.4 8.5
H 1.562 -0.264 4.926 -0.8 1.5 -0.8
C 2.196 -3.792 0.151 -4.3 3.0 0.8
H 0.791 1.095 3.830 0.3 -1.3 -0.5
C -2.540 1.474 -2.528 10.7 5.1 -13.0
C -0.666 2.516 1.760 -0.2 -0.5 -3.1
H -0.122 4.688 1.704 -1.3 -2.2 1.6
H -2.434 1.045 5.362 -0.3 2.2 3.7
S 0.017 0.893 -1.892 -8.6 -9.5 6.5
C 2.410 1.189 1.607 -3.2 -1.9 8.4
H 3.153 -2.998 1.740 2.3 -1.0 2.8
C 2.808 1.335 0.459 5.4 6.8 -17.3
H 2.488 0.898 4.159 1.4 1.6 0.3
H 3.610 0.794 -1.701 -1.9 -0.6 2.7
C 2.163 -0.083 1.885 2.0 -7.4 -1.2
C -0.605 3.811 2.385 11.4 0.1 -1.1
C 3.011 0.470 -0.705 2.6 -0.4 3.6
C -0.695 -2.590 -2.229 14.3 -2.1 -4.9
N -1.623 0.483 -2.567 5.1 -4.4 -0.3
C -1.352 1.419 2.389 3.5 7.6 -0.9
C 1.626 0.342 3.943 -1.7 2.2 7.9
C 3.069 -0.935 -0.210 1.9 2.7 -11.4
H -0.480 0.265 -4.355 9.0 2.6 -2.7
C -2.307 0.569 4.504 2.1 -1.3 -5.8
H -1.403 4.039 2.797 -7.7 2.6 3.7
C -1.231 0.030 0.575 -1.0 -7.3 -7.5
C -0.761 1.046 -0.040 6.7 5.7 -7.7
C -3.122 1.460 -3.959 1.6 -14.7 7.1
C -0.281 2.327 0.406 -6.5 -8.3 8.1
H -1.622 2.570 -2.721 -3.3 -1.8 1.2
H 0.180 -2.277 -4.031 -2.5 -1.2 2.8
C 2.217 -2.804 1.398 4.4 2.7 -6.1

---

142
Properties=species:S:1:pos:R:3:forces:R:3 method="wB97M-V/def2-TZVPD" e_lumo_ev=-3.1 total_charge=+1 molar_mass_g_mol=1023.0 homo_ha=-0.427 orbital_gap_ha=0.3143 energy_ev=-123259.2819 multiplicity=1
C 4.735 -1.633 0.458 -0.3 -0.4 0.1
O -3.922 -5.401 2.148 0.1 0.1 0.1
H -2.194 -1.419 5.329 0.1 0.0 -0.1
H -1.496 1.826 -2.603 0.2 -0.3 0.1
P 0.708 -0.125 -1.906 0.2 -2.9 1.2
C -6.585 7.573 -0.894 -0.2 0.2 0.0
H -6.469 -4.931 2.748 0.1 0.0 0.0
H -2.536 -7.614 -0.485 -0.1 0.0 -0.1
H -1.967 -3.244 2.776 0.0 0.0 0.1
H -1.379 -3.282 4.440 0.0 -0.2 -0.1
H 3.370 5.096 -3.460 -0.2 0.0 0.0
C 3.025 -7.389 -2.542 0.1 -0.2 0.0
C -10.520 -5.730 1.164 0.1 -0.3 -0.1
O -4.084 -6.473 0.167 0.0 0.0 0.0
H 6.667 1.234 -1.155 0.0 0.0 0.0
C 0.516 4.434 -2.745 -0.1 -0.1 0.1
C 2.530 0.132 -1.845 -0.3 0.8 -1.2
H 3.771 -7.633 -3.292 0.0 0.1 -0.1
H 11.541 0.539 -0.487 -0.1 0.0 0.0
H -13.310 -1.825 1.840 0.0 0.0 -0.1
H 0.605 1.319 3.488 0.0 -0.1 0.0
H -10.236 -5.563 0.126 -0.1 0.0 0.0
H 1.956 -2.940 3.341 0.0 0.1 -0.1
H 7.252 1.551 0.468 0.1 0.0 -0.1
H 8.675 -0.737 -4.147 0.0 0.1 0.1
H 4.992 -1.579 1.521 0.1 0.1 -0.1
O -10.555 -4.494 1.882 0.1 0.0 0.0
H 3.475 -7.451 -1.553 -0.1 0.0 0.0
H -1.617 2.941 2.764 -0.2 -0.3 0.0
H 6.684 3.731 -0.128 -0.2 0.1 0.0
O 9.633 0.907 -2.299 -0.1 0.0 0.0
C 3.082 4.494 -2.595 0.3 -0.1 0.6
P 0.821 1.977 0.300 0.9 -1.9 1.7
H -4.873 3.042 -0.714 0.0 0.0 0.1
H 13.106 1.178 -1.023 0.0 -0.1 -0.1
C 1.742 4.953 -1.998 0.3 0.2 -0.5
H 1.715 6.047 -2.008 -0.1 0.0 0.1
C 1.670 -5.592 -1.979 0.0 0.0 -0.1
H -12.066 -1.153 0.750 -0.1 -0.1 0.0
H 1.388 2.478 -2.505 -0.2 -0.2 0.0
H -1.275 0.792 1.817 0.1 0.2 -0.3
H -0.210 3.115 4.900 0.0 0.0 0.2
H 2.960 -0.797 -1.480 -0.1 0.2 0.3
H -0.576 -4.306 -1.578 0.0 -0.1 0.1
C 9.281 -0.053 -4.739 -0.1 -0.1 -0.2
H 4.467 2.438 -1.776 0.3 -0.1 -0.3
H -2.747 -7.622 1.274 0.0 0.1 0.1
H 2.898 1.004 -1.309 0.0 -0.2 0.2
H 1.734 4.672 -0.946 -0.3 0.0 0.0
H 3.030 3.462 -2.966 -0.1 0.1 0.0
C -0.193 1.097 4.193 -0.2 0.3 0.3
C -4.028 3.719 -0.591 -0.2 0.1 0.0
O -0.449 4.804 0.388 0.0 -0.5 -0.2
C -2.194 0.593 6.047 0.0 -0.1 -0.1
H -2.300 -0.498 1.273 -0.1 0.3 -0.1
H 9.416 -0.465 -5.735 0.1 0.0 0.0
O 1.357 -4.341 -2.344 0.0 0.0 0.0
H 2.884 0.244 -2.878 0.0 0.1 0.1
H 0.563 4.782 -3.781 0.1 0.0 0.0
H 0.464 4.819 2.818 0.2 0.1 0.0
C -11.440 -3.615 1.409 0.0 0.0 0.1
C -12.280 -1.483 1.765 -0.1 0.2 0.0
C 12.037 1.174 -1.218 0.1 0.1 0.2
C 4.205 4.537 -1.527 0.1 -0.3 -0.4
H -0.526 -1.942 0.677 0.1 -0.2 0.3
H 11.657 2.192 -1.153 -0.1 0.0 0.0
H -5.769 -3.506 1.928 0.1 -0.1 0.1
H -0.931 -0.074 -3.763 0.0 -0.2 0.2
C -0.270 -1.097 1.319 0.0 0.8 -0.4
H 1.811 2.645 -0.444 -0.7 0.3 -0.3
C -1.470 0.500 -0.341 -0.5 -0.9 1.1
H 1.711 -1.859 4.716 0.2 0.0 -0.1
C -2.772 -7.002 0.380 0.2 -0.1 -0.1
C -5.344 5.624 -0.690 0.0 0.1 -0.1
O -5.491 6.770 -1.347 0.0 0.0 0.0
H -2.028 2.667 6.564 0.0 -0.1 0.0
C -0.739 -0.188 4.286 -0.1 -0.4 -0.5
O -6.030 5.230 0.215 0.0 0.0 0.0
C -1.663 1.868 5.929 0.1 0.2 0.1
C -0.649 2.132 5.011 -0.1 -0.5 -0.3
O -4.296 4.977 -1.210 0.0 0.0 0.0
O 1.189 -6.183 -1.049 0.0 0.0 0.0
H 0.668 0.500 -4.277 -0.2 -0.1 -0.1
H -6.589 8.468 -1.509 0.1 -0.1 -0.1
H -7.528 7.044 -1.022 0.0 -0.1 0.1
H 5.843 3.443 -2.392 0.0 -0.5 -0.1
C -1.341 -0.007 1.081 0.3 -0.8 0.3
O 5.283 -0.575 -0.289 0.1 0.0 0.2
H 0.436 -1.214 -3.987 -0.1 -0.1 0.3
H 0.717 -0.760 0.984 -0.1 0.0 0.1
C 5.314 0.646 0.417 -0.1 0.6 -0.2
H -6.449 7.854 0.149 0.0 -0.1 0.0
H -12.126 -0.656 2.452 0.1 -0.1 0.1
H -1.250 3.070 -1.427 0.2 -0.2 0.4
H -9.767 -6.355 1.637 0.0 0.1 0.1
H 5.514 0.463 1.480 0.0 0.0 -0.1
O 2.593 -6.050 -2.815 0.0 0.1 0.0
H -0.390 4.884 -2.332 0.1 -0.1 0.1
H -2.972 0.406 6.778 0.0 0.0 0.0
H 3.636 -1.679 0.397 0.0 0.2 0.0
O -5.750 -5.271 0.826 0.0 0.0 0.0
O 0.654 3.920 2.508 -0.2 -0.8 -0.2
O 11.865 0.654 -2.538 0.0 0.0 0.0
C -6.355 -4.415 1.797 -0.2 0.2 0.1
O -12.168 -3.785 0.468 0.0 0.0 0.0
H -0.445 -4.042 3.140 0.0 0.1 0.0
H -2.040 -6.199 0.458 0.0 0.0 0.1
P -0.278 3.619 1.239 -1.0 2.3 -0.5
H 0.692 -3.676 -0.490 0.0 -0.1 0.0
H 5.112 -2.577 0.062 0.1 0.1 -0.1
H -3.797 3.850 0.462 -0.1 0.0 0.1
H 5.147 3.197 0.577 0.1 0.2 0.0
H 0.247 2.609 -3.813 0.1 -0.2 0.1
H 2.192 -8.084 -2.623 0.0 0.0 0.1
C -0.738 2.265 -1.955 0.0 0.8 -0.2
H 4.328 1.148 0.375 0.0 -0.2 0.0
C 1.670 -1.926 3.625 -0.5 0.3 -0.1
H 0.191 -2.736 -1.909 0.1 -0.2 0.0
O -1.690 3.121 1.809 1.1 -0.2 0.2
H -7.339 -4.146 1.423 0.0 -0.1 -0.2
H 8.791 0.916 -4.814 0.0 0.0 0.1
H -3.171 3.310 -1.097 0.1 0.1 -0.2
C 0.409 2.884 -2.769 -0.1 0.3 -0.6
H 4.761 5.469 -1.653 0.2 -0.1 0.2
O 10.585 0.084 -4.175 0.0 0.0 0.0
F -2.528 1.331 -0.424 0.5 0.2 0.0
C -1.069 -3.184 3.397 -0.2 0.5 0.0
C 10.600 0.581 -2.939 0.1 0.0 -0.1
H 2.369 -1.207 3.189 0.1 -0.1 0.1
C 0.354 -3.742 -1.523 -0.2 0.1 -0.1
O -11.375 -2.517 2.161 0.0 0.0 0.0
C 5.844 3.046 -0.256 0.4 -0.5 -0.2
H 3.788 4.558 -0.514 -0.2 0.1 -0.1
Si -0.129 -1.566 3.151 0.5 -1.2 0.3
C 0.140 -0.221 -3.644 0.7 1.5 -0.3
C 6.368 1.602 -0.170 -0.1 -0.2 0.3
C 5.124 3.296 -1.584 -0.4 0.9 0.6
C -1.744 -0.441 5.223 0.1 0.7 0.2
C -4.526 -5.688 1.147 -0.1 -0.1 -0.1
F -1.795 -0.543 -1.128 0.1 0.1 -0.5
N -0.244 1.183 -0.952 -0.5 2.4 -1.7
H -11.483 -6.233 1.215 0.0 0.1 -0.1